No. 1
13
Properties=species:S:1:pos:R:3:mulliken_charge:R:1 method="wB97M-V/def2-TZVPD" lumo_ev=0.9 de_lowest_kj_mol=252.22 smiles=CCN[SiH3] orbital_gap_ev=9.8
C 1.417 0.624 0.245 -0.70
C 0.866 -0.804 -0.251 -0.56
N -0.460 -1.173 0.136 -0.60
Si -1.977 0.210 -0.214 0.42
H 0.608 1.092 0.791 0.17
H 2.317 0.472 0.951 0.28
H 1.697 1.332 -0.634 0.21
H 0.980 -0.794 -1.282 0.37
H 1.591 -1.464 0.094 0.36
H -0.381 -1.163 1.161 0.29
H -2.170 -0.223 -1.591 -0.08
H -1.545 1.644 -0.379 -0.09
H -2.943 0.248 0.972 -0.06

***

No. 2
42
Properties=species:S:1:pos:R:3:mulliken_charge:R:1 method="wB97M-V/def2-TZVPD" lumo_ev=-0.3 de_lowest_kj_mol=473.86 smiles="CC[C@@H](C)[C@H](N)C=O.O.O.O.O.O.O.O" orbital_gap_ev=9.0
C -1.432 3.193 2.338 -1.51
C -1.494 1.681 2.099 -0.39
C -0.210 1.212 1.373 0.53
C 1.150 1.521 2.060 -1.42
C -0.330 -0.346 1.089 1.37
N -0.694 -0.630 -0.356 -0.10
C -1.244 -1.165 1.924 -0.34
O -2.092 -1.940 1.596 -0.47
H -0.858 3.731 1.569 0.33
H -0.970 3.385 3.315 0.32
H -2.363 3.567 2.359 0.52
H -2.311 1.626 1.344 0.15
H -1.744 1.034 2.953 0.45
H -0.114 1.589 0.284 0.07
H 1.253 1.046 3.140 0.27
H 1.389 2.650 2.021 0.34
H 1.934 1.048 1.425 0.40
H 0.684 -0.705 1.281 -0.65
H -0.478 0.177 -0.950 -0.02
H -1.794 -0.718 -0.495 -0.38
H -1.111 -1.263 3.052 0.38
O 2.109 -3.162 1.322 -0.61
H 2.075 -2.231 1.207 0.34
H 1.245 -3.389 1.464 0.31
O -3.226 -2.362 -1.346 -0.64
H -2.522 -2.185 -0.633 0.47
H -3.294 -3.291 -1.490 0.27
O 1.411 -3.477 -3.088 -0.64
H 1.977 -2.760 -3.430 0.27
H 0.743 -2.958 -2.546 0.34
O -3.002 0.747 -1.524 -0.64
H -3.061 0.442 -2.481 0.29
H -3.560 0.076 -0.909 0.34
O 4.214 0.800 -1.803 -0.60
H 4.540 1.459 -1.155 0.32
H 4.138 1.477 -2.500 0.30
O 0.376 0.719 -3.120 -0.61
H 1.092 0.565 -3.776 0.33
H 1.047 1.152 -2.493 0.24
O 2.029 -1.059 -1.596 -0.32
H 2.736 -1.130 -2.170 0.22
H 1.760 -0.127 -1.355 0.18

***

No. 3
87
Properties=species:S:1:pos:R:3:mulliken_charge:R:1 method="wB97M-V/def2-TZVPD" lumo_ev="-0.1 / -0.2" de_lowest_kj_mol=0.00 s2=2.010 spin_multiplicity=3 orbital_gap_ev="7.0 / 7.6"
W -1.511 -0.233 0.767 1.60
C -5.304 -1.129 -1.438 -0.53
O -5.816 -1.761 -0.264 -0.53
C -5.700 -1.088 0.918 0.05
C -6.820 -0.981 1.714 -0.47
C -6.770 -0.335 2.950 -0.76
C -5.582 0.210 3.371 -1.10
C -4.415 0.079 2.600 0.94
C -3.204 0.650 3.164 -0.27
N -2.002 0.235 2.970 -0.03
N -1.010 1.037 3.603 -0.92
C -0.328 1.635 2.694 0.16
O -0.578 1.511 1.411 -0.44
C 0.787 2.542 3.056 0.17
C 1.373 2.481 4.316 -0.47
C 2.434 3.316 4.625 -0.80
C 2.909 4.220 3.683 -0.30
C 2.326 4.282 2.426 -0.85
C 1.270 3.440 2.108 0.27
C -4.462 -0.562 1.351 0.68
O -3.428 -0.688 0.540 -0.31
H -5.942 -1.452 -2.259 0.36
H -4.273 -1.427 -1.627 0.01
H -5.346 -0.042 -1.350 0.29
H -7.744 -1.405 1.342 0.46
H -7.662 -0.249 3.555 0.38
H -5.522 0.733 4.318 0.41
H -3.348 1.465 3.875 0.38
H 0.993 1.767 5.035 0.51
H 2.894 3.262 5.603 0.41
H 3.736 4.874 3.930 0.42
H 2.694 4.986 1.689 0.46
H 0.810 3.467 1.128 0.45
C -0.586 -1.437 -3.468 -1.94
C -0.821 -0.605 -2.242 1.29
N -1.111 -1.192 -1.115 0.65
N -1.084 -2.586 -1.201 -1.02
C -1.174 -3.227 -0.087 0.68
S -1.415 -2.616 1.510 -0.64
S -1.028 -4.978 -0.165 -0.14
C -0.395 -5.190 -1.841 -0.95
C 0.939 -4.539 -2.142 0.53
C 1.316 -4.404 -3.476 -0.48
C 2.533 -3.835 -3.821 -0.53
C 3.400 -3.398 -2.829 -0.58
C 3.034 -3.533 -1.497 -0.51
C 1.810 -4.090 -1.155 -0.22
C -0.636 0.844 -2.308 0.26
C 0.247 1.396 -3.255 -1.04
C 0.480 2.749 -3.322 -1.06
C -0.207 3.602 -2.449 -0.47
C -1.085 3.095 -1.521 -0.42
C -1.309 1.708 -1.414 0.83
O -2.164 1.249 -0.536 -0.93
H -1.400 -2.153 -3.570 0.41
H 0.327 -2.029 -3.366 0.23
H -0.538 -0.819 -4.358 0.56
H -1.146 -4.831 -2.542 0.32
H -0.319 -6.273 -1.960 0.47
H 0.643 -4.747 -4.254 0.39
H 2.809 -3.741 -4.864 0.41
H 4.360 -2.972 -3.096 0.42
H 3.708 -3.216 -0.711 0.50
H 1.532 -4.187 -0.113 0.44
H 0.777 0.740 -3.934 0.43
H 1.176 3.147 -4.048 0.43
H -0.045 4.671 -2.501 0.42
H -1.622 3.737 -0.836 0.51
C 3.235 2.362 -0.705 -1.17
C 4.328 1.603 0.045 1.02
C 4.447 2.081 1.489 -1.41
C 4.121 0.088 -0.042 -1.42
N 2.839 -0.322 0.515 1.12
C 1.650 -0.364 -0.074 -1.21
N 0.752 -0.565 0.860 0.80
N 1.424 -0.730 2.021 -0.47
N 2.673 -0.569 1.825 -0.75
H 3.465 3.428 -0.727 0.53
H 2.264 2.256 -0.213 -0.21
H 3.134 2.020 -1.738 0.42
H 5.282 1.782 -0.462 0.34
H 3.511 1.943 2.033 0.03
H 4.685 3.145 1.515 0.50
H 5.232 1.542 2.022 0.42
H 4.890 -0.449 0.512 0.44
H 4.133 -0.252 -1.077 0.36
H 1.470 -0.178 -1.117 0.84

***

No. 4
99
Properties=species:S:1:pos:R:3:mulliken_charge:R:1 method="wB97M-V/def2-TZVPD" lumo_ev=0.0 de_lowest_kj_mol=87.32 orbital_gap_ev=11.1
O -2.838 2.843 5.116 -0.71
H -3.073 3.670 5.597 0.30
H -1.949 2.545 5.449 0.44
O -2.949 -1.996 0.124 -0.64
H -2.620 -1.322 0.765 0.24
H -2.676 -2.871 0.476 0.40
O -1.059 -1.914 -5.400 -0.69
H -1.443 -1.148 -5.802 0.28
H -1.359 -1.982 -4.446 0.36
O 0.387 2.874 3.650 -0.70
H 0.335 1.865 3.769 0.35
H -0.425 3.002 3.136 0.37
O 0.258 -5.143 -0.876 -0.69
H -0.371 -5.362 -1.586 0.28
H 0.869 -4.575 -1.393 0.37
O -0.455 -4.539 -3.946 -0.54
H -1.425 -4.651 -3.812 0.28
H -0.189 -4.771 -4.825 0.25
O -1.188 -0.644 2.129 -0.45
H -0.265 -0.761 2.394 0.05
H -1.318 0.328 2.204 0.18
O -4.880 -3.896 1.935 -0.65
H -4.104 -3.881 2.493 0.33
H -4.915 -3.000 1.521 0.34
O 3.061 0.832 -4.301 -0.70
H 2.397 0.233 -4.603 0.42
H 2.790 1.013 -3.349 0.36
O 2.518 3.691 1.641 -0.73
H 1.902 3.688 2.411 0.27
H 3.164 2.973 1.857 0.36
O 0.063 0.943 -2.730 -0.59
H 0.232 1.918 -2.839 0.34
H -0.099 0.843 -1.812 0.07
O 3.746 1.261 1.466 -0.67
H 3.645 1.062 0.512 0.33
H 4.485 0.692 1.715 0.26
O -2.723 1.038 -2.650 -0.76
H -3.154 1.594 -1.950 0.36
H -1.816 1.383 -2.706 0.33
O -1.791 -3.521 4.027 -0.66
H -1.990 -2.624 4.185 0.37
H -1.532 -3.566 3.115 0.32
O 1.009 -2.287 3.699 -0.61
H 1.576 -2.615 2.949 0.28
H 0.115 -2.650 3.577 0.31
O 1.093 -1.547 -3.824 -0.55
H 0.604 -0.833 -3.445 0.08
H 0.570 -1.650 -4.632 0.52
O 2.883 0.751 -1.364 -0.70
H 3.217 -0.136 -1.623 0.38
H 1.952 0.907 -1.356 0.43
O -0.411 2.127 6.296 -0.74
H 0.276 2.277 5.681 0.26
H -0.508 1.165 6.583 0.41
O 4.033 -1.644 -2.038 -0.79
H 4.304 -1.321 -2.940 0.36
H 3.210 -2.149 -2.163 0.41
O 0.101 3.715 -2.452 -0.86
H 0.814 4.059 -3.016 0.29
H 0.468 3.688 -1.551 0.48
O -2.295 5.124 -1.810 -0.68
H -1.522 4.575 -2.003 0.39
H -2.681 5.269 -2.684 0.30
O 1.999 -2.496 1.046 -0.62
H 2.237 -3.115 0.400 0.27
H 1.230 -2.118 0.634 0.24
O 0.111 -1.060 -0.551 0.44
H -0.458 -0.939 0.222 0.22
H -0.467 -1.380 -1.256 -0.04
O -2.318 2.465 2.478 -0.50
H -2.766 2.585 3.286 0.32
H -2.923 2.774 1.752 0.24
O -1.547 -4.298 1.273 -0.58
H -1.976 -5.107 1.623 0.29
H -0.872 -4.657 0.690 0.25
O 1.916 3.413 -5.135 -0.62
H 2.516 2.742 -4.766 0.37
H 2.450 4.186 -5.384 0.29
O 2.804 4.041 -1.122 -0.53
H 3.699 4.359 -1.313 0.25
H 2.713 4.108 -0.171 0.26
O 2.047 -3.802 -2.332 -0.75
H 2.332 -4.338 -3.045 0.28
H 1.539 -3.048 -2.665 0.33
O 1.351 0.439 2.643 -0.22
H 1.731 -0.321 3.121 0.21
H 2.101 0.805 2.090 0.17
O -1.790 -1.693 -2.554 -0.60
H -2.378 -2.137 -1.920 0.14
H -2.081 -0.821 -2.533 0.42
O -3.729 2.915 -0.182 -0.66
H -4.663 2.941 -0.241 0.24
H -3.300 3.706 -0.573 0.37
O -0.063 -0.680 6.466 -0.67
H 0.618 -0.959 7.072 0.30
H 0.224 -1.098 5.645 0.35
O 0.506 2.537 -0.130 -0.05
H -0.119 2.182 0.503 0.04
H 1.271 2.915 0.383 0.14

***

No. 5
17
Properties=species:S:1:pos:R:3:mulliken_charge:R:1 method="wB97M-V/def2-TZVPD" lumo_ev=0.9 de_lowest_kj_mol=114.31 smiles="CC(C)=CN.O" orbital_gap_ev=8.7
C 0.888 0.710 -1.896 -1.25
C 0.787 0.852 -0.409 0.84
C 2.002 1.178 0.415 -1.19
C -0.345 0.588 0.241 -0.45
N -1.479 -0.087 -0.229 -0.48
H -0.113 0.622 -2.355 0.30
H 1.332 1.566 -2.397 0.33
H 1.373 -0.204 -2.250 0.27
H 2.667 1.850 -0.130 0.33
H 1.660 1.669 1.334 0.35
H 2.513 0.273 0.740 0.25
H -0.404 0.792 1.302 0.29
H -2.353 0.271 0.134 0.23
H -1.494 -0.134 -1.238 0.20
O -2.475 -2.939 2.286 -0.63
H -1.573 -3.252 2.145 0.32
H -2.985 -3.755 2.308 0.31

***

No. 6
23
Properties=species:S:1:pos:R:3:mulliken_charge:R:1 method="wB97M-V/def2-TZVPD" lumo_ev=-2.9 total_charge=+1 de_lowest_kj_mol=252.01 orbital_gap_ev=10.5
C -0.271 1.354 0.785 -0.79
O -1.330 0.930 1.665 -0.53
C 0.932 0.350 0.654 0.07
C 1.705 0.485 -0.610 -0.63
C 0.855 0.449 -1.869 -0.71
N -0.214 -0.646 -1.605 -0.58
N 0.450 -1.094 0.898 -0.20
H -0.865 1.288 -0.108 0.35
H 0.075 2.285 1.044 0.41
H -2.048 1.581 1.477 0.35
H 1.624 0.681 1.500 0.42
H 2.333 1.417 -0.553 0.33
H 2.419 -0.337 -0.889 0.30
H 0.312 1.564 -1.988 0.24
H 1.378 0.163 -2.731 0.44
H -1.179 -0.537 -1.690 0.18
H 0.073 -1.576 -2.035 0.25
H -0.243 -1.448 0.204 0.37
H 0.096 -1.171 1.851 0.36
H 1.240 -1.703 0.719 0.37
H -2.997 -1.285 0.583 0.30
H -2.154 -1.112 1.777 0.32
O -2.193 -1.642 0.921 -0.64